# 1
66
Properties=species:S:1:pos:R:3:mulliken_charge:R:1 method="wB97M-V/def2-TZVPD" spin_multiplicity=1 e_lumo_ev=-3.810 homo_ev=-13.24 total_charge=+1
C 3.60547 -4.90744 -0.39529 -1.3528
C 2.72033 -3.66599 -0.11424 1.4682
C 2.25039 -3.07091 -1.44700 -1.5026
C 1.54173 -4.00506 0.79157 -1.0588
C 1.07728 -2.85747 1.70598 -1.1241
C 0.87766 -1.55961 0.98168 -0.3131
N 1.96141 -0.82308 0.84514 -0.5853
N 1.81461 0.30490 0.13749 0.9558
Si 3.34601 1.33383 -0.08912 -0.1427
C 4.70840 0.61807 0.95852 -0.9483
C 2.91802 3.04579 0.52374 -1.0466
C 3.81334 1.29249 -1.88921 -0.9697
C 0.67865 0.69011 -0.39674 -0.8634
C -0.49345 -0.03931 -0.23385 -0.5351
C -0.40380 -1.19858 0.47893 1.7042
C -1.59330 -2.08236 0.67866 -0.7830
C -2.94795 -1.43585 0.38244 -0.8161
O -3.30097 -1.70366 -0.96339 -0.4110
C -3.92215 -0.64521 -1.63081 0.0485
C -3.66005 -0.78275 -3.13575 0.8174
F -4.71900 -0.40126 -3.85764 -0.2606
F -2.59800 -0.02262 -3.49593 -0.2663
F -3.35920 -2.05411 -3.47109 -0.2545
H 4.63563 -4.68267 -0.14175 0.3418
H 3.30392 -5.77621 0.17674 0.3674
H 3.61157 -5.13853 -1.45178 0.3331
H 3.36025 -2.95616 0.39717 -0.2478
H 1.34098 -2.47918 -1.33394 0.2123
H 2.01067 -3.86334 -2.14284 0.5703
H 2.99965 -2.42013 -1.88374 0.2090
H 0.72132 -4.43607 0.22153 0.2185
H 1.87126 -4.78994 1.46566 0.5146
H 0.20171 -3.13619 2.27241 0.5054
H 1.86959 -2.69468 2.42912 0.4383
H 4.49967 0.84325 1.99893 0.3139
H 5.67048 1.01649 0.66831 0.4083
H 4.72292 -0.46560 0.87370 0.2466
H 3.73531 3.72764 0.33196 0.3847
H 2.69506 2.98367 1.58384 0.3300
H 2.00370 3.38834 0.04657 0.3406
H 3.07643 1.78608 -2.51450 0.3640
H 3.87243 0.26684 -2.24867 0.3138
H 4.79064 1.73232 -2.04087 0.3890
H 0.67213 1.60287 -0.97002 0.5260
H -1.40378 0.32552 -0.66326 0.4675
H -1.50281 -2.91475 -0.01830 0.2529
H -1.65308 -2.48188 1.68157 0.4879
H -3.66965 -1.92538 1.03048 0.5425
H -2.97137 -0.37538 0.62007 0.2453
H -4.99841 -0.60238 -1.46755 0.4060
H -3.50767 0.32035 -1.34089 -0.2598
O -1.21981 2.90556 1.24810 -0.4537
S -2.33354 3.53299 1.90591 1.1908
O -3.30325 2.72092 2.56793 -0.6297
O -3.05673 4.48847 0.86831 -0.3062
C -3.49023 3.93534 -0.39350 -0.2269
C -4.71522 3.05102 -0.26271 -0.9249
C -1.75899 4.77577 3.00587 -1.1214
H -2.65867 3.40387 -0.86143 0.1972
H -3.71621 4.79756 -1.01584 0.3163
H -4.50172 2.15251 0.31628 0.1563
H -5.06048 2.74607 -1.25125 0.3940
H -5.51944 3.58217 0.24384 0.3324
H -1.03824 5.40394 2.49023 0.3266
H -1.28987 4.26484 3.84400 0.3866
H -2.61163 5.35411 3.35023 0.3804

---

# 2
78
Properties=species:S:1:pos:R:3:mulliken_charge:R:1 method="wB97M-V/def2-TZVPD" spin_multiplicity=1 e_lumo_ev=0.794 homo_ev=-5.69 total_charge=-1
K -17.12584 19.89948 9.81170 1.0676
C -23.71428 19.27710 19.43077 -1.3254
C -22.98820 18.48008 18.35267 -0.5106
C -21.73753 19.19376 17.88116 -0.6950
C -20.99043 18.41858 16.75666 -0.8283
P -19.48588 19.29122 16.20525 1.1999
C -18.58502 20.13303 17.54819 -1.0974
C -17.17819 20.62914 17.20532 -0.7131
C -16.34456 21.10662 18.43073 -0.8054
C -16.85057 22.43999 18.98507 -1.1152
C -18.51578 17.96667 15.49085 -1.4227
C -17.84241 17.09751 16.56091 -0.8257
C -17.48361 15.72002 16.02050 -0.5035
C -17.27579 14.60771 17.08369 -1.4606
C -19.91923 20.53081 14.93824 -1.2015
C -20.60113 20.11658 13.62130 -1.1033
C -19.58781 19.55837 12.59722 0.8679
C -20.22382 19.26362 11.25956 -1.3047
H -24.11512 20.16477 18.92831 0.3071
H -23.02074 19.57211 20.22287 0.3099
H -24.57525 18.86124 19.95324 0.4060
H -23.74837 18.21939 17.60769 0.3792
H -22.80901 17.47720 18.76663 0.3931
H -21.10112 19.40481 18.74281 0.3330
H -22.07766 20.15187 17.47215 0.3471
H -21.74070 18.46414 15.96807 0.3291
H -20.78088 17.45492 17.21671 0.5170
H -18.57746 19.54835 18.47108 0.6179
H -19.20242 21.00365 17.79959 0.5943
H -17.17253 21.45795 16.49288 0.3565
H -16.58989 19.85387 16.70751 0.3574
H -15.31854 21.08602 18.06279 0.4075
H -16.39201 20.26137 19.12495 0.3863
H -17.16751 23.08820 18.16772 0.3157
H -16.08593 22.92338 19.58535 0.3671
H -17.75794 22.22047 19.55029 0.2836
H -17.81134 18.22520 14.70169 0.9838
H -19.27629 17.35116 14.99683 0.6755
H -18.42788 16.91407 17.47333 0.4764
H -16.95802 17.58058 16.98875 0.2951
H -16.65360 15.75515 15.31633 0.2985
H -18.32178 15.35409 15.41992 0.2776
H -16.77976 14.96511 17.98728 0.3140
H -16.65459 13.80423 16.69523 0.4017
H -18.28069 14.24371 17.29206 0.3474
H -18.97866 21.01968 14.65667 0.6653
H -20.44194 21.32752 15.47811 0.6101
H -21.10952 20.93828 13.11547 0.4345
H -21.40159 19.40316 13.84461 0.5247
H -19.05420 18.73817 13.07415 -0.5635
H -18.87891 20.37052 12.39899 0.1970
H -20.59478 20.19618 10.82899 0.2548
H -20.98494 18.48633 11.30370 0.3765
H -19.44820 18.96695 10.55822 0.2385
C -20.16415 23.32573 11.76835 0.4865
F -21.09598 22.47341 11.30426 -0.2528
F -20.81950 24.43806 12.15786 -0.2460
F -19.52446 22.83175 12.86276 -0.2069
S -18.87644 23.74033 10.39228 1.0881
O -18.01416 22.57937 10.39418 -0.5821
O -19.75824 23.86346 9.24059 -0.6573
O -18.27728 24.98298 10.84791 -0.6523
C -17.31707 15.77001 12.19903 0.6380
F -16.50103 16.54938 12.96658 -0.2702
F -17.24929 14.52559 12.69076 -0.2595
F -18.56617 16.23671 12.37060 -0.2519
S -16.69659 15.87943 10.41265 1.0125
O -17.42606 14.87164 9.70486 -0.6605
O -17.14133 17.23011 10.09460 -0.5728
O -15.27466 15.61055 10.51660 -0.6572
C -15.11079 22.02382 5.39023 0.4981
F -14.04667 21.22742 5.55857 -0.2438
F -14.70006 23.03854 4.64287 -0.2138
F -16.02335 21.21421 4.81301 -0.2360
S -15.84310 22.62989 7.01400 1.1596
O -14.86593 23.61093 7.43955 -0.6823
O -17.18068 23.14250 6.69611 -0.6531
O -15.91088 21.38772 7.77790 -0.6231

---

# 3
65
Properties=species:S:1:pos:R:3:mulliken_charge:R:1 method="wB97M-V/def2-TZVPD" spin_multiplicity=1 e_lumo_ev=-2.540 homo_ev=-11.01 total_charge=+1
In -0.24448 0.28275 0.39367 1.2454
C 0.64955 -4.02032 0.65962 -1.0447
O 1.24891 -2.75296 0.42319 -0.0043
C 1.97917 -2.71269 -0.79363 -0.6830
C 1.37784 -1.71020 -1.75995 -0.6688
O 1.39694 -0.35561 -1.29237 -0.3348
C 2.71638 0.17792 -1.20670 -0.1615
C 2.59616 1.64563 -0.90321 -1.1230
O 1.92362 1.77424 0.34348 0.3961
C 2.20015 3.00862 0.98868 -0.6961
H -0.01539 -4.30011 -0.16398 0.4517
H 0.07118 -3.94143 1.57569 0.2317
H 1.41488 -4.79224 0.78104 0.3305
H 1.97252 -3.69379 -1.28014 0.5595
H 3.02355 -2.47746 -0.56700 0.2903
H 0.32928 -1.94013 -1.95581 0.3655
H 1.92342 -1.73975 -2.70981 0.4445
H 3.24156 0.02564 -2.15697 0.4657
H 3.26658 -0.32871 -0.40886 -0.0089
H 2.01623 2.15124 -1.68270 0.2242
H 3.59606 2.09409 -0.87041 0.5036
H 1.98883 3.84646 0.32201 0.3808
H 3.25011 3.03976 1.29245 0.4057
H 1.57048 3.07380 1.87361 -0.3641
C 3.41016 -0.11465 2.75742 -1.2730
Sb 1.28932 -0.26766 2.85899 0.6911
C 1.17306 -2.11634 3.89951 -1.3032
C 1.00501 0.97210 4.60518 -1.8247
C 1.26757 2.43522 4.43669 0.9659
C 2.57309 2.89334 4.62069 -0.4512
C 2.90715 4.22427 4.45446 -0.9173
C 1.91327 5.13899 4.13262 -0.8157
C 0.61026 4.70506 3.97996 -0.3679
C 0.26146 3.36114 4.11460 0.4955
C -1.15716 2.95132 3.87045 -1.5584
Sb -1.47133 2.60528 1.76219 0.5332
C -3.58815 2.71687 1.66366 -1.2593
C -1.05618 4.54126 0.99035 -1.3640
H 3.84139 -0.72921 3.54286 0.5080
H 3.69444 0.92166 2.90601 0.3248
H 3.78057 -0.44580 1.79382 0.3039
H 1.61138 -1.95780 4.88243 0.4207
H 1.74516 -2.86816 3.36663 0.3887
H 0.14359 -2.44086 4.00829 0.3498
H 1.72891 0.54195 5.29990 0.7440
H 0.00911 0.74475 4.98140 0.6550
H 3.33895 2.18530 4.91003 0.5077
H 3.92485 4.55060 4.60430 0.4492
H 2.14904 6.18745 4.02532 0.4534
H -0.16650 5.42305 3.75370 0.4413
H -1.86194 3.72393 4.16990 0.6781
H -1.42598 2.02717 4.37311 0.4322
H -3.86444 3.76783 1.61443 0.4166
H -4.01396 2.25749 2.55319 0.4278
H -3.94884 2.20470 0.77700 0.3424
H -1.65501 5.26336 1.54280 0.4695
H -1.35954 4.55041 -0.05533 0.4143
H -0.00522 4.80212 1.07884 0.3348
O -1.44761 3.24430 -2.92524 -0.4697
S -0.57932 2.27281 -2.29684 0.3593
N -1.10190 1.54788 -1.11225 -0.3904
I -2.50333 -0.95321 2.72243 0.0667
C -1.89192 -1.10052 0.67834 -1.3682
H -2.72480 -0.73706 0.08383 0.5804
H -1.72472 -2.15080 0.48917 0.4027